Record 1
Here is 13 unconnected molecules or ions with the total composition C51H123N5O13 at a distorted geometry from OMol25. Energies are from ωB97M-V/def2-TZVPD.

Each line ends with the Löwdin charge.
Element x y z (Å)
C 5.02221 -15.51118 18.00929  -0.15
O 4.24951 -14.58366 18.74508  -0.13
H 5.33967 -16.33755 18.65115  0.04
H 4.44854 -15.95170 17.19072  0.08
H 5.92944 -15.05828 17.59614  0.08
H 4.63501 -13.70128 18.70305  0.01
C 2.73531 -10.40980 24.99143  -0.17
O 1.71856 -10.07041 25.91630  -0.12
H 2.82837 -9.63474 24.22248  0.08
H 3.68591 -10.46795 25.52483  0.06
H 2.56950 -11.37500 24.50747  0.07
H 0.88912 -10.44808 25.61137  0.07
C 1.08699 -14.51524 25.17852  -0.17
O 0.34461 -13.54426 24.49741  -0.11
H 0.53762 -15.46170 25.30189  0.08
H 2.00193 -14.82053 24.64746  0.05
H 1.33734 -14.11618 26.15912  0.08
H 0.14773 -13.84279 23.60110  0.05
C 2.17083 -14.78421 21.50202  -0.12
O 0.78458 -14.40945 21.58226  -0.13
H 2.30780 -15.55399 20.74364  0.08
H 2.75897 -13.91684 21.18963  0.06
H 2.50537 -15.08941 22.48863  0.05
H 0.40186 -14.49089 20.70558  0.08
C 5.97935 -19.11309 18.93693  -0.15
O 4.80803 -19.10003 18.12585  -0.12
H 6.05882 -20.04696 19.49648  0.07
H 6.85183 -19.01382 18.29137  0.09
H 5.99921 -18.25393 19.61379  0.04
H 4.10339 -19.53622 18.61056  0.07
C 7.37832 -9.24260 18.76472  -0.14
O 6.69159 -9.68950 19.92827  -0.13
H 8.39037 -9.65051 18.73305  0.09
H 6.84727 -9.57238 17.87099  0.08
H 7.43012 -8.15362 18.69877  0.08
H 7.34035 -9.82170 20.62605  0.09
O 5.59168 -12.08241 18.90865  -0.05
H 6.14410 -11.45548 19.40838  0.03
H 5.64752 -11.78279 17.99661  0.06
O 2.80380 -11.45887 19.93920  -0.05
H 3.69002 -11.58716 20.28932  -0.01
H 2.95545 -11.18725 19.03074  0.03
C 5.23111 -11.90373 22.94555  -0.01
C 5.91790 -13.15190 23.49850  -0.50
C 4.94976 -13.70666 24.54680  -0.14
C 5.29102 -15.07853 25.07867  -0.17
C 5.36579 -16.04924 23.88948  -0.12
C 6.29840 -15.54832 22.79791  -0.49
N 6.00994 -14.16436 22.45709  -0.08
O 6.84611 -13.73471 21.39397  -0.01
C 7.75503 -15.83078 23.20643  -0.01
C 5.96560 -16.37948 21.56004  -0.04
C 7.24381 -12.79042 24.17580  -0.01
H 4.27337 -12.17668 22.49714  0.08
H 5.87363 -11.38106 22.23610  0.08
H 4.98601 -11.28439 23.80827  0.07
H 4.91319 -12.97706 25.36101  0.10
H 3.93471 -13.75562 24.13263  0.11
H 4.52609 -15.39620 25.79189  0.10
H 6.22630 -15.04064 25.64856  0.10
H 4.33167 -16.07458 23.53082  0.11
H 5.67247 -17.01183 24.29607  0.11
H 8.42615 -15.22149 22.60108  0.07
H 7.92566 -15.78397 24.27730  0.07
H 7.97791 -16.84787 22.86191  0.07
H 4.93486 -16.25788 21.21578  0.09
H 6.56216 -16.08727 20.68896  0.08
H 6.14573 -17.44436 21.70462  0.05
H 7.19408 -11.79147 24.60724  0.08
H 8.03496 -12.77799 23.41483  0.08
H 7.59598 -13.53391 24.88750  0.06
H 6.19507 -13.44096 20.74652  0.07
C 10.79974 -14.55729 24.46842  -0.03
C 12.01323 -15.42053 24.13480  -0.52
C 11.53594 -16.63684 23.29704  -0.13
C 11.37408 -16.29084 21.82910  -0.19
C 12.65790 -15.71039 21.26850  -0.13
C 13.00628 -14.41140 22.00326  -0.53
N 13.05807 -14.71188 23.41678  -0.10
O 13.56437 -13.62238 24.16590  -0.01
C 14.40295 -13.97195 21.53581  -0.04
C 12.04721 -13.27631 21.60900  -0.03
C 12.58676 -16.00421 25.42962  -0.04
H 10.35275 -14.18798 23.54471  0.06
H 11.13632 -13.66329 25.00310  0.09
H 10.04583 -15.06565 25.06463  0.08
H 12.19748 -17.49376 23.44133  0.12
H 10.55870 -16.92127 23.69767  0.10
H 10.46672 -15.70329 21.66977  0.09
H 11.11962 -17.20291 21.26588  0.11
H 12.54017 -15.48139 20.20866  0.12
H 13.45885 -16.43363 21.43253  0.13
H 14.44392 -14.00015 20.44714  0.08
H 14.64859 -12.97161 21.89386  0.08
H 15.18627 -14.62415 21.93195  0.09
H 10.99932 -13.59175 21.59332  0.06
H 12.08284 -12.49353 22.37059  0.09
H 12.26593 -12.86585 20.62425  0.08
H 12.91063 -15.21055 26.10469  0.08
H 13.41900 -16.68716 25.24657  0.09
H 11.81227 -16.60898 25.90702  0.09
H 14.29550 -14.00111 24.66336  0.10
C 4.80696 -13.11393 31.83161  -0.03
C 4.69549 -13.69361 30.41551  -0.51
C 3.51639 -13.04181 29.69046  -0.13
C 3.84195 -11.75276 28.92934  -0.16
C 5.10638 -11.96210 28.12020  -0.15
C 6.32418 -12.36595 28.93897  -0.53
N 5.94919 -13.59465 29.64352  -0.08
O 7.04950 -13.99550 30.45625  -0.03
C 7.42109 -12.71770 27.95353  -0.04
C 6.78490 -11.21449 29.82798  -0.02
C 4.39074 -15.18919 30.52801  -0.04
H 3.94175 -13.32746 32.45574  0.09
H 4.99889 -12.03966 31.76826  0.07
H 5.68103 -13.49398 32.36421  0.08
H 3.06428 -13.73950 28.97485  0.11
H 2.70266 -12.82015 30.38515  0.12
H 3.98964 -10.95716 29.66512  0.11
H 3.00736 -11.48856 28.28092  0.11
H 5.32162 -11.08388 27.50049  0.12
H 4.88988 -12.74000 27.37512  0.10
H 7.51760 -12.03048 27.11147  0.08
H 8.38709 -12.83623 28.44905  0.09
H 7.21796 -13.67838 27.46573  0.08
H 7.32152 -10.45135 29.26644  0.09
H 5.96458 -10.73260 30.36337  0.06
H 7.42606 -11.58830 30.63096  0.09
H 4.24608 -15.63632 29.54565  0.06
H 3.54264 -15.38018 31.18763  0.09
H 5.23499 -15.71033 30.99343  0.08
H 7.25175 -14.88017 30.13696  0.10
C 5.57639 -21.49799 24.87310  -0.04
C 6.65764 -20.85826 24.00509  -0.52
C 7.63769 -20.22115 25.01001  -0.13
C 8.93728 -19.76111 24.37812  -0.18
C 9.58213 -20.88248 23.58154  -0.13
C 8.67748 -21.61271 22.59996  -0.52
N 7.37537 -21.85636 23.24369  -0.09
O 6.46658 -22.47389 22.33915  -0.02
C 8.58421 -20.89743 21.25343  -0.02
C 9.26973 -22.99717 22.33920  -0.04
C 6.05335 -19.72654 23.16901  -0.02
H 4.75270 -21.84136 24.24089  0.08
H 5.14687 -20.77213 25.56584  0.06
H 5.98171 -22.35798 25.40922  0.09
H 7.14754 -19.37139 25.49413  0.11
H 7.86522 -20.94543 25.79977  0.13
H 9.64162 -19.41208 25.13951  0.11
H 8.78970 -18.87468 23.75115  0.09
H 10.06173 -21.61561 24.23554  0.12
H 10.40496 -20.44742 23.00162  0.12
H 8.09687 -21.53544 20.51402  0.08
H 8.02594 -19.96418 21.31315  0.07
H 9.59634 -20.75002 20.87162  0.09
H 9.33441 -23.61600 23.23648  0.09
H 8.64458 -23.51899 21.61368  0.08
H 10.28556 -22.93627 21.93931  0.09
H 6.85109 -19.04927 22.85820  0.05
H 5.21416 -19.18845 23.60555  0.07
H 5.68316 -20.10900 22.20841  0.08
H 6.46340 -23.39801 22.60673  0.11
C 0.61754 -20.87061 27.12884  -0.02
C 1.97338 -20.85395 26.40264  -0.50
C 1.80129 -20.22664 25.01170  -0.14
C 1.70865 -18.71829 25.03958  -0.17
C 2.93725 -18.15171 25.76507  -0.14
C 3.09115 -18.66505 27.18527  -0.50
N 2.99544 -20.11453 27.13984  -0.12
O 3.30360 -20.71435 28.37918  0.00
C 4.51120 -18.29314 27.61068  -0.03
C 2.05356 -17.98470 28.10980  0.00
C 2.47113 -22.29153 26.20579  -0.03
H 0.30652 -19.89443 27.50203  0.07
H 0.64862 -21.52877 27.99880  0.08
H -0.17692 -21.20928 26.45942  0.09
H 2.59155 -20.55651 24.33271  0.11
H 0.86905 -20.66046 24.63886  0.12
H 0.78300 -18.38333 25.51774  0.11
H 1.70697 -18.26227 24.04591  0.11
H 2.84739 -17.06337 25.68448  0.10
H 3.78207 -18.41361 25.11855  0.10
H 4.68356 -17.21684 27.65884  0.07
H 4.73415 -18.66488 28.61708  0.09
H 5.24755 -18.74844 26.94304  0.07
H 2.50895 -17.17369 28.68141  0.06
H 1.19838 -17.60117 27.55727  0.07
H 1.72366 -18.69774 28.86713  0.08
H 3.55642 -22.33265 26.26072  0.06
H 2.16488 -22.76262 25.27149  0.09
H 2.11943 -22.94031 27.01279  0.08
H 4.20084 -21.04206 28.25922  0.10

Relative energy (zero: lowest compared OMol25 entry of this formula, charge and spin): 0.000 eV
Orbital gap: 8.257 eV

Record 2
Here is 4 unconnected molecules or ions with the total composition C6H13Cl6NO at a distorted geometry from OMol25. Energies are from ωB97M-V/def2-TZVPD.

Each line ends with the natural charge from an NBO analysis.
Element x y z (Å)
C -2.98344 -0.50953 -3.76885  -0.72
C -2.16331 0.14362 -2.66058  0.67
O -1.01497 -0.24811 -2.36878  -0.66
N -2.75285 1.16291 -2.01125  -0.60
C -2.18311 1.89424 -0.85219  -0.42
H -3.92649 -0.06356 -4.08486  0.21
H -3.15080 -1.58580 -3.72699  0.25
H -2.32344 -0.37684 -4.62610  0.24
H -3.71625 1.34047 -2.25706  0.39
H -1.48808 1.29184 -0.26726  0.22
H -2.98018 2.24559 -0.19695  0.21
H -1.53657 2.70608 -1.18536  0.20
C 1.83431 0.32548 0.28266  -0.37
Cl 0.87073 0.35140 1.80730  -0.05
Cl 3.45358 -0.40942 0.53118  -0.05
H 1.33280 -0.15280 -0.55867  0.25
H 2.02239 1.35187 -0.03236  0.22
C 6.62058 -2.29927 1.02227  -0.39
Cl 6.34911 -4.04588 1.39618  -0.03
Cl 7.98746 -1.78356 2.01825  -0.02
H 6.72399 -2.07998 -0.04042  0.22
H 5.81170 -1.62614 1.30634  0.22
C -2.43661 0.51310 4.13085  -0.38
Cl -2.94449 -1.15950 4.14784  0.00
Cl -3.63418 1.57976 3.27467  -0.06
H -2.26249 0.83872 5.15641  0.22
H -1.50941 0.59532 3.56374  0.22

Relative energy (zero: lowest compared OMol25 entry of this formula, charge and spin): 0.000 eV
SMILES: CNC(C)=O.ClCCl.ClCCl.ClCCl
Orbital gap: 10.499 eV

Record 3
Here is C16H24N4O2 in the gas phase at a distorted geometry from OMol25. Energies are from ωB97M-V/def2-TZVPD.

Each line ends with the natural charge from an NBO analysis.
Element x y z (Å)
C -3.28034 -2.58289 1.52587  -0.61
H -4.07281 -3.28162 1.27096  0.21
H -2.47509 -3.14019 1.99745  0.20
H -3.66483 -1.86054 2.24049  0.22
C -2.79328 -1.86041 0.26489  -0.02
N -1.95740 -0.73652 0.64543  -0.48
C -0.64256 -1.00076 1.18450  -0.22
C 0.48821 -0.93071 0.15072  -0.25
N 0.44102 0.35061 -0.53116  -0.45
C -0.83164 0.48406 -1.21354  -0.24
H -0.97414 -0.31520 -1.96280  0.17
C -1.97690 0.44756 -0.18909  -0.04
C -1.92920 1.70388 0.70143  -0.45
H -0.89326 1.97932 0.89331  0.22
C -2.65609 2.88656 0.06155  -0.06
O -4.00898 2.61126 -0.21504  -0.72
H -4.42860 2.30391 0.59676  0.46
H -2.57317 3.76590 0.71823  0.16
H -2.21089 3.13887 -0.90327  0.17
H -2.40840 1.46373 1.65365  0.21
H -2.92683 0.46400 -0.73403  0.22
H -0.85122 1.44242 -1.73730  0.20
C 1.57092 0.52350 -1.42475  -0.23
C 2.84190 0.73982 -0.65930  -0.04
C 2.89905 1.43190 0.51809  -0.19
C 4.10671 1.64415 1.22888  -0.19
C 5.30856 1.17482 0.78966  -0.21
C 5.30240 0.45250 -0.41877  0.04
N 6.26547 -0.13444 -1.10558  -0.07
O 5.68286 -0.67881 -2.17072  -0.09
N 4.36870 -0.47318 -2.21653  -0.10
C 4.07060 0.23382 -1.14141  0.12
H 6.23102 1.33241 1.32269  0.23
H 4.05799 2.20280 2.15183  0.22
H 1.98030 1.82591 0.92428  0.23
H 1.38444 1.41235 -2.03858  0.22
H 1.70684 -0.33073 -2.11108  0.19
H 0.40808 -1.76235 -0.57086  0.17
H 1.44853 -1.01979 0.66545  0.21
H -0.43863 -0.24689 1.95357  0.19
H -0.63620 -1.97901 1.66384  0.21
H -3.67318 -1.42259 -0.22179  0.19
C -2.17344 -2.87282 -0.70844  -0.63
H -1.31866 -3.37206 -0.25816  0.20
H -1.85544 -2.38583 -1.62702  0.21
H -2.91238 -3.62875 -0.96433  0.21

Relative energy (zero: lowest compared OMol25 entry of this formula, charge and spin): 3.795 eV
SMILES: CC(C)N1CCN(Cc2cccc3nonc23)C[C@@H]1CCO
Orbital gap: 7.633 eV